(1)
# C9H20O

The molecule C9H20O in a non-equilibrium geometry (wB97M-V/def2-TZVPD, the Open Molecules 2025 dataset).

The value obtained for the LUMO energy is 0.030 Eh. The energy relative to the best compared isomer or geometry (same formula, charge and spin) is 1.2143 eV. As for the gap between HOMO and LUMO: 9.589 eV. As for the SMILES: C[C@@H](CO)[C@H](C)C(C)(C)C. The HOMO energy is -0.32220 Ha.

Last column: natural (NBO) charge in e.
Atoms and positions in Å:
H -1.3611 -0.0846 -2.4164  0.207
C -1.4065 -0.1003 -0.2503  0.017
H 2.4562 -1.8742 -0.4875  0.231
C 0.2327 0.7092 -0.1486  -0.188
H -2.2899 1.7748 -0.9139  0.206
C -2.4683 0.9950 -0.1739  -0.627
H -0.8996 -1.6427 -1.7181  0.212
H -3.4580 0.5743 -0.3789  0.206
H 0.9795 -0.6829 1.2913  0.193
C -1.6545 -1.0915 0.8789  -0.637
H -1.4902 -0.6298 1.8522  0.207
C 0.1642 1.9254 0.7606  -0.625
C 2.7563 0.5206 0.4442  -0.055
H 0.7566 -2.3063 -0.5165  0.204
H -2.6907 -1.4440 0.8579  0.212
H -2.5771 -1.1561 -1.7356  0.203
H 0.4373 1.0240 -1.1751  0.197
O 3.8007 -0.3877 0.6768  -0.720
H 1.0772 2.5131 0.6849  0.211
C 1.1897 -0.3308 0.2785  -0.226
C -1.5552 -0.7855 -1.6044  -0.630
H -2.5168 1.4482 0.8145  0.207
H 3.6347 -0.8368 1.5131  0.464
H -0.6439 2.5894 0.4680  0.217
H 0.0241 1.6311 1.7994  0.202
H 1.4124 -1.1564 -1.7052  0.207
H 2.9862 1.0316 -0.4903  0.172
H 2.6799 1.2365 1.2669  0.158
C 1.4535 -1.4854 -0.6690  -0.631
H -1.0293 -1.9783 0.7964  0.207

(2)
# C4H8N2

The molecule C4H8N2 in a non-equilibrium geometry (wB97M-V/def2-TZVPD, the Open Molecules 2025 dataset).

The value obtained for the LUMO energy is 0.028 Eh. The energy relative to the best compared isomer or geometry (same formula, charge and spin) is 1.0562 eV. As for the gap between HOMO and LUMO: 9.472 eV. As for the SMILES: CN(C)CC#N. The HOMO energy is -0.31972 Ha.

Last column: natural (NBO) charge in e.
Atoms and positions in Å:
H 1.6984 1.3502 0.3591  0.209
H -0.1461 -1.2387 -1.6119  0.224
H 0.3434 1.7915 -0.6977  0.187
C -1.7280 0.0660 -1.2526  0.258
N 0.3178 -0.1815 0.1252  -0.452
C 0.2978 -0.3787 1.5552  -0.394
H 0.0718 0.5399 2.1174  0.184
N -2.5463 0.7460 -1.7084  -0.328
C -0.6406 -0.8100 -0.7273  -0.299
H -1.1094 -1.6484 -0.2032  0.240
H 1.6154 0.6867 -1.2758  0.192
C 1.0130 0.9664 -0.4011  -0.410
H -0.4565 -1.1240 1.8217  0.201
H 1.2691 -0.7653 1.8992  0.189

(3)
# C18H27As4O8S5Se2TcTe2

A structure of composition C18H27As4O8S5Se2TcTe2 in a non-equilibrium geometry (wB97M-V/def2-TZVPD, the Open Molecules 2025 dataset).

Its spin multiplicity is 2. The value obtained for the LUMO energy (alpha / beta) is -0.158 / -0.160 Eh. The net charge is +1. The energy relative to the best compared isomer or geometry (same formula, charge and spin) is 0.0000 eV. As for the gap between HOMO and LUMO (alpha / beta): 5.387 / 5.456 eV. The HOMO energy (alpha / beta) is -0.35631 / -0.36096 Ha. Its expectation value of S² is 0.762.

Last column: Löwdin spin population.
Atoms and positions in Å:
H 2.1043 -3.4540 4.2526  -0.001
O 1.2044 -3.4710 -1.0786  0.011
C -0.8361 -2.8734 3.8746  0.001
C 0.0740 1.7523 4.2379  0.000
H -0.5314 3.1007 0.5436  0.000
H 3.3927 -2.7255 -1.3493  0.000
C 2.1519 -2.4752 3.7783  -0.004
H -0.3691 1.0313 4.9201  0.000
C -4.2152 -3.8400 6.1318  0.000
Te 2.5774 2.8675 -1.8954  0.002
C -3.7811 -4.5132 -1.0552  0.000
As 0.5702 -2.2134 2.7053  -0.005
H -3.0817 2.0301 1.7980  0.000
C -1.9221 -3.7430 0.2111  0.005
H 0.8801 -6.2667 3.6275  0.000
C -1.3009 -1.7641 4.7752  0.001
H -4.5643 -2.9009 6.5484  0.000
C -0.1377 3.1251 1.5596  0.012
H 4.1498 -3.7536 -0.1200  0.000
H 1.1477 1.5860 4.1589  0.000
C -1.4150 -4.0657 3.7351  -0.001
Tc -0.0561 -0.4602 1.2005  0.898
Se 1.2997 -0.4308 -1.9045  0.040
C -0.8570 -3.9499 0.9810  0.001
H 0.9497 3.1385 1.5120  0.000
H 1.4766 -4.9347 2.5947  0.000
H -0.5004 4.0101 2.0824  0.001
H -4.4490 -5.3623 -0.9576  0.000
O -0.9272 -1.7503 6.0547  0.001
Te 3.6787 0.4006 -2.3696  0.014
H -2.6742 2.8533 3.3204  -0.001
H 4.3770 -1.9865 -0.0414  0.000
C 1.3543 -3.0914 0.0616  0.008
C 0.8157 -5.7984 2.6458  0.000
O 2.5455 -2.6312 0.5515  0.001
O -2.8904 -5.6527 4.7153  0.000
H -3.1395 -4.6370 -1.9274  0.000
O -3.1175 -3.4882 5.2695  0.000
O -2.9946 -4.5267 0.1491  0.002
C 1.6354 0.2573 1.3898  -0.025
As -1.0648 -5.4091 2.2875  0.001
Se 0.4602 1.6484 -2.6779  0.004
S -4.1548 -1.0122 0.8539  0.000
H 1.1342 -6.5243 1.8977  0.000
H -3.0574 1.1060 3.3282  0.000
S 3.0458 0.8598 1.6028  -0.022
O -2.0575 -2.5603 -0.5631  0.004
S -1.6180 0.2492 -0.7313  0.022
H -4.9975 -4.3273 5.5537  0.000
H -4.3477 -3.5855 -1.1308  0.000
H 3.0276 -2.4060 3.1366  0.000
H 0.2613 -2.4723 7.5139  0.000
C -0.2715 -2.8709 6.6558  0.000
C -2.5985 1.9158 2.7680  -0.005
H -3.8743 -4.5129 6.9167  0.000
H -0.1115 2.7652 4.5959  0.000
H 0.4316 -3.3462 5.9739  0.000
C 0.3354 -3.0895 1.0878  0.022
H -1.0149 -3.5961 6.9854  0.000
C -2.5449 -4.5064 4.6194  0.000
C 3.6853 -2.7837 -0.3014  0.000
S -4.8745 -0.2030 -2.5469  -0.006
H 2.1936 -1.6871 4.5307  0.000
As -0.7261 1.5369 2.4968  0.012
O -1.8596 -0.8073 4.3042  0.004
As -4.3851 0.7554 -0.8741  0.001
S -2.2178 -1.3006 0.4280  0.004

(4)
# C7H11N

The molecule C7H11N in a non-equilibrium geometry (wB97M-V/def2-TZVPD, the Open Molecules 2025 dataset).

The value obtained for the LUMO energy is 0.033 Eh. The energy relative to the best compared isomer or geometry (same formula, charge and spin) is 5.0326 eV. As for the gap between HOMO and LUMO: 8.697 eV. As for the SMILES: CC(C)=C(C)[C@@H]1C=N1. The HOMO energy is -0.28640 Ha.

Last column: natural (NBO) charge in e.
Atoms and positions in Å:
C 0.0246 0.7664 -0.3699  -0.031
H -1.5363 2.1801 0.0725  0.225
H -0.5212 -2.3422 -0.7646  0.205
C -1.3965 -0.6772 1.1079  -0.659
H 0.8018 -2.4190 0.3902  0.199
C -0.1676 -0.4780 0.2494  0.008
H 1.0363 -1.6161 -1.1687  0.219
C 0.3258 -1.7755 -0.3583  -0.631
H -1.6531 0.2169 1.6767  0.215
H -1.8793 1.1663 -1.3304  0.210
H 1.7676 1.8249 -1.1906  0.210
C 1.3588 1.2004 -0.3996  -0.124
H -0.6952 2.4870 -1.4335  0.222
C 2.0982 -0.0333 0.5699  0.122
H 2.7310 -0.9170 0.6569  0.201
N 2.2979 1.1739 0.7747  -0.373
C -1.0837 1.6902 -0.7964  -0.650
H -1.2437 -1.4940 1.8174  0.220
H -2.2654 -0.9538 0.4963  0.213

(5)
# C17H24N4O3S

The molecule C17H24N4O3S in a non-equilibrium geometry (wB97M-V/def2-TZVPD, the Open Molecules 2025 dataset).

The value obtained for the LUMO energy is 0.018 Eh. The energy relative to the best compared isomer or geometry (same formula, charge and spin) is 0.7026 eV. As for the gap between HOMO and LUMO: 9.730 eV. As for the SMILES: CCCCCc1nnc(NC(=O)CN2C(=O)[C@H]3CCCC[C@H]3C2=O)s1. The HOMO energy is -0.33962 Ha.

Last column: natural (NBO) charge in e.
Atoms and positions in Å:
H -0.8554 1.4161 0.6426  0.223
H -1.7478 3.1108 -0.8242  0.206
C -2.3141 -0.6152 0.7667  0.737
N 1.3678 0.5523 -0.0482  -0.264
H 3.9576 2.0486 -1.2055  0.203
C -3.6541 1.1767 -0.0594  -0.315
N -2.3426 -0.6681 -0.6062  -0.469
H 5.4129 2.3794 -3.1765  0.210
H -4.1347 2.8196 -1.3360  0.233
N 0.0413 -2.6903 -0.0478  -0.626
H -3.4427 0.6948 2.0772  0.234
H 3.1536 1.1367 2.4509  0.228
C -1.9537 3.1143 1.3150  -0.396
H 5.6175 2.3889 -0.6994  0.192
C -2.4838 3.4212 -0.0804  -0.401
H 4.2870 -0.3500 -0.8309  0.199
C -3.7931 2.6766 -0.3093  -0.393
N 0.5212 -0.4011 -0.4241  -0.354
H 4.8089 0.7233 -3.1305  0.204
C 3.2984 1.0664 1.3693  -0.462
O -1.7297 -3.9456 -0.5797  -0.554
O -3.0653 0.5992 -2.3709  -0.565
C 5.4460 1.4442 -2.6230  -0.598
C -1.7561 -1.7054 -1.4335  -0.322
H -1.0573 3.7028 1.5156  0.213
H -0.9620 -1.2524 -2.0366  0.257
C 0.7392 -1.5382 0.1422  0.259
C 5.0061 0.3486 -0.3967  -0.399
H 4.8225 -0.4319 1.5961  0.202
H -2.6523 4.4928 -0.1968  0.212
H 3.1700 2.0598 0.9397  0.240
S 2.1077 -1.5120 1.2527  0.305
H 0.3412 -3.4877 0.5020  0.423
C -1.6078 1.6340 1.4033  -0.399
C -2.8441 0.7469 1.1664  -0.313
C 4.7084 0.5310 1.0914  -0.380
H -2.7057 3.3730 2.0636  0.193
C -1.1963 -2.8681 -0.6336  0.710
H 5.9976 -0.1004 -0.4937  0.204
H -4.5547 3.0775 0.3633  0.204
C -2.9991 0.4061 -1.1889  0.716
H 5.4319 1.2242 1.5245  0.210
C 4.9745 1.6537 -1.1892  -0.400
O -1.8830 -1.4831 1.4832  -0.591
C 2.2519 0.1877 0.8017  0.082
H -2.5364 -2.0998 -2.0936  0.242
H -1.1821 1.3883 2.3777  0.221
H -4.6640 0.7512 0.0184  0.242
H 6.4678 1.0705 -2.6408  0.199

(6)
# C37H33IN3P2RhS

A structure of composition C37H33IN3P2RhS in a non-equilibrium geometry (wB97M-V/def2-TZVPD, the Open Molecules 2025 dataset).

The value obtained for the LUMO energy is -0.256 Eh. The net charge is +2. The energy relative to the best compared isomer or geometry (same formula, charge and spin) is 1.5112 eV. As for the gap between HOMO and LUMO: 5.886 eV. The HOMO energy is -0.47185 Ha.

Last column: Mulliken charge in e.
Atoms and positions in Å:
C -0.8917 -6.8297 -1.4834  -0.582
H -2.1475 2.2743 0.6059  0.605
C -1.1704 -5.7571 -2.3209  -0.623
H -2.6182 1.5762 -5.0886  0.439
H -4.7201 -1.4848 -0.3684  0.472
H 2.2782 -3.2674 4.9286  0.457
H 0.3362 -5.1671 1.1955  0.377
C -3.6931 -0.1541 0.9948  0.634
C -0.0915 -5.3228 0.2134  -0.347
H 1.2364 0.9096 5.2398  0.214
H -4.1008 2.4230 -3.3039  0.458
C 1.9366 -2.7023 1.6185  -0.973
H -2.2667 -0.2644 3.6732  0.029
C -4.8061 -0.8344 0.4945  -0.420
Rh 0.0037 0.2209 0.7291  -0.732
C 0.5421 -2.6094 1.5326  0.274
H -7.1409 0.3385 2.6454  0.437
C -2.5301 1.1854 -4.0837  -0.596
C -0.3516 -0.1136 6.3767  -0.477
C -6.0370 -0.6664 1.1065  -0.881
C 2.4041 2.2800 -0.4128  1.226
C -2.3171 0.1723 -1.5006  1.310
C -0.3834 0.3940 4.1118  0.224
H -6.9000 -1.1998 0.7314  0.452
H 2.1274 6.0885 -0.5893  0.424
C 3.5208 3.0034 -0.6969  -0.568
H -0.1831 -3.1231 4.8015  0.627
C 1.0481 4.2571 -0.2548  0.813
C -1.6547 -0.6545 5.7476  -0.599
C 2.2168 5.0107 -0.5379  -0.950
N -1.8074 -2.0437 0.1719  0.282
H -5.1932 1.6131 3.4710  0.488
C -0.9053 -4.4666 -1.8948  -0.482
H -1.0970 -3.6307 -2.5598  0.365
P -2.1132 -0.4017 0.1989  0.871
H -0.9522 -0.1770 -4.5843  0.490
H -1.0916 -7.8387 -1.8187  0.400
C -5.0777 0.9095 2.6572  -0.992
C 1.1284 2.8421 -0.1548  0.247
N 0.3604 0.4129 5.2061  -0.104
H -0.1232 -7.4537 0.4184  0.439
H -1.7328 -1.7364 5.8193  0.297
H 0.2345 -0.8973 6.8516  0.316
H 3.6386 -3.0120 2.8820  0.484
C -0.3476 -6.6138 -0.2253  -0.742
C 0.4119 -2.9712 3.9112  -0.775
H -0.2354 5.9895 -0.1768  0.435
C -0.1956 4.9110 -0.0922  -0.812
H -1.5779 -5.9255 -3.3086  0.438
C 3.4213 4.4121 -0.7449  -0.722
H -0.7468 -1.0707 -2.3124  0.432
C 2.5616 -2.9249 2.8320  -0.942
N -1.5239 -0.2355 4.3451  0.152
H -3.9212 1.5384 -1.0253  0.380
C -6.1716 0.1988 2.1861  -0.562
C -3.2552 1.1651 -1.7940  -0.631
I 2.4819 0.2099 -0.3893  0.270
C -1.5970 0.1988 -3.8010  -1.196
H -2.5684 -2.7003 0.0375  0.444
C -3.3630 1.6642 -3.0805  -0.788
C -0.2158 -2.7371 2.6951  0.070
H 4.4677 2.5212 -0.8981  0.459
S 0.1339 1.2941 2.7198  -0.381
C -1.4849 -0.3065 -2.5149  -0.582
P -0.1614 -2.5178 -0.1454  0.700
C -3.8391 0.7294 2.0576  -0.386
H 2.5395 -2.6310 0.7183  0.741
C -0.0643 2.1032 0.1547  0.487
C -1.3196 4.1914 0.1682  -1.791
H -0.5348 0.6788 7.1000  0.343
C -0.3790 -4.2446 -0.6186  0.186
H -2.5424 -0.2109 6.1930  0.395
H -2.9952 1.3322 2.3642  0.606
H 4.3029 4.9996 -0.9599  0.419
C 1.7940 -3.0647 3.9816  -0.744
C -1.2401 2.7902 0.3250  0.281
H -2.2743 4.6845 0.2962  0.489
H -1.2975 -2.7074 2.6377  0.504

(7)
# C4H3N

The molecule C4H3N in a non-equilibrium geometry (wB97M-V/def2-TZVPD, the Open Molecules 2025 dataset).

The value obtained for the LUMO energy is 0.039 Eh. The energy relative to the best compared isomer or geometry (same formula, charge and spin) is 2.3929 eV. As for the gap between HOMO and LUMO: 10.449 eV. As for the SMILES: C#C[C@H]1C=N1. The HOMO energy is -0.34525 Ha.

Last column: natural (NBO) charge in e.
Atoms and positions in Å:
C 0.2704 0.4764 0.6627  -0.035
C 1.1891 1.1513 1.0575  -0.237
C -0.7070 -0.5196 0.2464  -0.231
H -0.3529 -1.3285 -1.9899  0.225
C -0.3369 -1.3565 -0.9393  0.094
N -0.0409 -1.8624 0.1574  -0.255
H 2.1305 1.5290 1.3016  0.231
H -1.6267 -0.4242 0.6708  0.208